This record from the OMol25 dataset describes C13H20IrN3 as an isolated structure at a distorted geometry. The level of theory is wB97M-V/def2-TZVPD.

Each line ends with the Löwdin charge.
Geometry (Å):
Ir1 -0.42673 0.52802 -0.23519  0.88
C1 0.14239 1.17331 2.90822  -0.20
C2 -0.93198 2.11541 2.34373  -0.23
N1 -1.80798 1.38552 1.42633  -0.20
C3 -2.61965 0.35714 2.10177  -0.20
C4 -2.77488 -0.88810 1.24405  -0.20
N2 -1.53667 -1.26189 0.55140  -0.21
C5 -0.55312 -2.05946 1.28057  -0.22
C6 0.12282 -1.27209 2.39200  -0.20
N3 0.49775 0.08471 1.98581  -0.13
H1 1.02836 1.77582 3.11291  0.12
H2 -0.17158 0.75356 3.86755  0.11
H3 -1.48396 2.57601 3.17376  0.12
H4 -0.45970 2.89948 1.75649  0.10
H5 -2.38203 2.02983 0.90061  0.10
H6 -2.13278 0.10740 3.04267  0.09
H7 -3.60906 0.74098 2.36585  0.12
H8 -3.16785 -1.70352 1.86658  0.12
H9 -3.50755 -0.68541 0.46283  0.12
H10 -1.77239 -1.71890 -0.31728  0.10
H11 -0.98643 -2.97308 1.71324  0.12
H12 0.19239 -2.35593 0.54392  0.11
H13 -0.53239 -1.20499 3.26159  0.10
H14 0.99429 -1.84753 2.71854  0.12
H15 1.46633 0.15087 1.72136  0.10
C7 0.46285 0.61633 -1.69142  -0.44
C8 1.35560 0.35894 -2.80627  -0.37
C9 2.37955 -0.58017 -2.67737  -0.07
C10 3.23747 -0.83454 -3.73693  -0.10
C11 3.08012 -0.15710 -4.94086  -0.11
C12 2.06273 0.78104 -5.07562  -0.10
C13 1.20761 1.04252 -4.01595  -0.06
H16 2.49543 -1.10239 -1.73505  0.10
H17 4.03038 -1.56381 -3.62349  0.10
H18 3.74685 -0.35900 -5.76960  0.09
H19 1.93767 1.31558 -6.00944  0.10
H20 0.41613 1.77542 -4.10730  0.11

The energy above the lowest of the compared OMol25 structures with the same formula, charge and spin comes out at 7.0 kJ/mol. Its multiplicity is 1.

---

This record from the OMol25 dataset describes a 2-piece molecular cluster, C23H36BClFN5O9S3 overall at a distorted geometry. The level of theory is wB97M-V/def2-TZVPD.

Each line ends with the Löwdin charge.
Geometry (Å):
C1 1.02153 -5.53325 -0.79519  0.16
C2 0.86809 -4.35844 -0.57619  -0.12
C3 0.61071 -2.90393 -0.12209  -0.38
C4 -0.84237 -2.54719 0.36211  -0.14
C5 -2.00461 -2.64692 -0.72000  -0.21
C6 -2.65642 -1.20622 -0.90607  -0.47
S1 -4.45420 -1.31799 -1.41879  0.80
C7 -5.03963 0.39711 -0.97203  -1.00
S2 -4.55637 1.61793 -1.99046  0.68
N1 -5.83641 0.68215 0.19494  -0.18
C8 -6.45621 -0.53621 0.77159  -0.17
C9 -5.51364 -1.30994 1.79020  -0.18
O1 -5.31302 -0.40324 2.91074  -0.16
C10 -4.44001 0.61346 2.37301  -0.19
C11 -5.10328 1.47345 1.21791  -0.15
N2 1.26487 -2.08936 -1.23300  -0.32
Cl1 0.82591 -2.74653 -2.73357  0.87
C12 1.04860 -0.76436 -0.77526  -0.18
N3 0.58062 0.32864 -1.31714  0.09
C13 0.18803 0.36352 -2.75341  -0.08
C14 1.55459 0.35646 -3.61901  -0.24
O2 1.60802 1.44765 -4.50972  -0.07
C15 0.37805 1.62699 -0.62545  -0.35
O3 -0.37545 1.63952 0.29976  0.21
N4 1.08230 2.75863 -1.20451  0.20
C16 2.14831 3.25759 -0.36714  -0.43
O4 3.29029 3.01646 -0.55914  0.19
F1 1.84942 4.07438 0.73260  0.08
N5 1.51438 -0.88300 0.60759  -0.02
C17 2.58043 0.03963 1.05902  -0.11
C18 1.96072 0.94742 2.24192  -0.16
C19 3.11244 1.25210 3.31473  -0.21
C20 4.23114 2.16475 2.67109  -0.25
C21 5.65105 1.97539 3.39831  -0.11
C22 1.53357 -2.29155 1.06344  -0.53
S3 1.11314 -2.70657 2.80487  0.89
B1 2.90099 -3.18361 0.83762  -0.64
O5 3.16259 -4.37639 1.56846  0.09
O6 3.92220 -2.79082 -0.06062  0.14
H1 1.25823 -6.59709 -1.02716  0.09
H2 -1.10062 -3.30260 1.16988  0.13
H3 -0.94296 -1.54147 0.86531  0.12
H4 -1.72818 -3.14393 -1.68549  0.09
H5 -2.83514 -3.28210 -0.27301  0.11
H6 -2.15889 -0.58123 -1.69613  0.05
H7 -2.65963 -0.59622 0.04339  0.06
H8 -6.86974 -1.20630 -0.03589  0.11
H9 -7.34150 -0.18107 1.38627  0.14
H10 -6.10275 -2.18020 2.18803  0.13
H11 -4.52475 -1.61828 1.35255  0.09
H12 -4.23344 1.31805 3.24020  0.14
H13 -3.41799 0.20467 2.07929  0.11
H14 -4.30061 2.13984 0.79615  0.11
H15 -5.85210 2.15963 1.72038  0.14
H16 -0.52697 -0.43820 -3.06906  0.10
H17 -0.30558 1.35402 -3.02268  0.15
H18 1.66242 -0.59359 -4.22860  0.10
H19 2.43345 0.36930 -2.89624  0.13
H20 1.73773 2.23128 -3.94227  0.09
H21 0.44393 3.50043 -1.52637  0.18
H22 2.90254 0.69884 0.20470  0.12
H23 3.49608 -0.43262 1.50130  0.14
H24 1.60283 1.94777 1.88266  0.08
H25 1.13728 0.39065 2.78253  0.10
H26 3.48445 0.28867 3.76126  0.11
H27 2.61295 1.84913 4.14209  0.12
H28 3.92609 3.25384 2.72928  0.11
H29 4.41341 1.96341 1.57364  0.09
H30 5.49980 1.40460 4.35341  0.07
H31 6.29324 1.34113 2.71461  0.08
H32 6.09004 2.99864 3.54405  0.07
H33 0.06529 -1.89260 3.17180  -0.09
H34 2.36041 -4.93042 1.62061  0.09
H35 4.07273 -3.47262 -0.74039  0.12
C23 0.09917 4.44535 -5.34397  -0.86
O7 -0.22528 3.28213 -4.96117  -0.11
O8 1.22658 4.41809 -6.13857  0.02
O9 -0.41634 5.54293 -5.12099  -0.03
H36 1.31342 3.45048 -6.07655  0.07

The value obtained for the total energy is -98726.8572 eV. Its multiplicity is 1.